1.
150
Properties=species:S:1:pos:R:3:forces:R:3 method="wB97M-V/def2-TZVPD" total_charge=0 e_lumo_ev=0.5 e_homo_ev=-9.118 gap_ev=9.7 energy_ev=-81287.4790 smiles=COCCOCCOC.COCCOCCOC.COCCOCCOC.COCCOCCOC.COCCOCCOC.COCCOCCOC.CCCC#N
C 4.21014 -3.17266 -2.85880 -0.29 1.08 1.70
O 4.74726 -2.69843 -1.59955 -0.09 0.19 -0.79
C 5.07167 -1.30181 -1.63153 -1.09 -1.49 -1.54
C 4.10859 -0.39824 -0.91396 2.71 1.55 1.14
O 4.46006 -0.63447 0.49144 -1.18 1.35 -0.85
C 3.72643 0.27524 1.33727 1.93 -0.69 -0.18
C 4.20495 0.12512 2.77133 -1.91 -1.02 -0.26
O 3.95681 -1.19594 3.28752 -1.05 0.60 0.98
C 2.64093 -1.34402 3.93638 1.33 -0.61 -1.31
H 4.07277 -4.21767 -2.69493 0.26 -0.83 -0.44
H 4.80988 -2.86513 -3.71458 0.27 -0.37 0.00
H 3.21380 -2.75850 -2.97384 -0.39 0.23 -0.28
H 5.14560 -1.02839 -2.69098 0.06 0.33 0.07
H 6.04407 -1.24165 -1.19767 0.63 0.49 0.51
H 3.03683 -0.47355 -1.08502 -0.03 -0.30 -0.18
H 4.49521 0.67506 -1.25818 -1.08 -1.65 0.93
H 2.70796 -0.01285 1.27476 -1.39 0.22 -0.12
H 3.93609 1.31191 1.01294 -0.42 -0.20 0.02
H 3.62938 0.88372 3.33384 0.61 -0.14 0.23
H 5.25541 0.23824 2.79525 1.12 0.48 0.27
H 2.54524 -2.40933 4.18791 0.11 0.62 0.37
H 1.90050 -1.19113 3.17039 -0.69 0.38 -0.27
H 2.47093 -0.66889 4.77613 0.28 -0.03 0.05
C -0.95177 2.36409 -1.61978 0.81 0.02 2.92
O -0.13359 1.34711 -2.15253 -0.16 -1.05 0.36
C 1.16343 1.59555 -2.58196 -0.48 -0.55 -2.36
C 1.10529 2.45341 -3.81952 0.76 2.37 -0.68
O 1.01877 3.87524 -3.45424 0.25 -0.90 -0.64
C 2.25280 4.54027 -3.22728 0.29 -0.45 0.74
C 2.07216 5.31955 -1.93385 -1.47 0.43 -0.64
O 1.06475 6.33468 -2.08731 1.29 0.20 -1.06
C -0.12544 6.19706 -1.39608 -0.41 -1.58 0.12
H -0.69508 2.54017 -0.48220 -0.35 -0.20 -1.93
H -1.96005 1.98584 -1.62470 -0.10 0.13 -0.07
H -0.85213 3.29924 -2.12357 0.01 0.60 -0.55
H 1.57843 0.64768 -2.98305 -0.29 0.02 0.62
H 1.88647 1.98121 -1.89110 0.19 0.43 0.94
H 0.20497 2.29592 -4.44422 0.47 -0.28 0.58
H 2.00258 2.32399 -4.47142 -0.49 -0.06 0.40
H 2.50687 5.20913 -4.06683 -0.05 -0.30 0.18
H 3.10067 3.81655 -3.02631 -0.73 0.55 -0.45
H 2.98317 5.82468 -1.65703 0.45 -0.02 0.38
H 1.68352 4.61059 -1.20091 0.53 -0.03 0.38
H -1.01046 6.31022 -2.02601 0.19 0.08 -0.34
H -0.17564 6.93254 -0.62719 -0.14 0.56 0.90
H -0.17333 5.17465 -0.97684 -0.25 0.48 0.22
C -1.22381 2.30453 3.75261 0.26 0.44 0.30
O -0.79638 2.40705 2.41192 -1.06 0.10 -0.10
C 0.51171 2.06304 2.23767 1.17 -0.70 -1.24
C 1.48005 3.14139 2.65898 -1.13 1.43 2.19
O 1.13619 4.40067 2.07200 -0.04 -0.53 -1.24
C 0.99660 5.58132 2.80023 -0.39 0.52 1.45
C -0.38319 6.25161 2.77946 -1.33 -2.40 -0.38
O -1.26285 5.38800 3.51792 0.56 -0.06 1.18
C -2.65910 5.57598 3.60676 0.11 -0.34 -1.71
H -1.15088 1.28124 4.16536 0.68 0.17 -0.14
H -2.29297 2.41763 3.64794 -0.34 0.78 0.58
H -0.68600 3.08036 4.39836 -1.16 -1.07 -0.63
H 0.74346 1.88722 1.17630 -0.64 0.12 -0.12
H 0.65062 1.06622 2.68561 0.73 0.26 0.41
H 2.48437 2.86441 2.42307 0.82 -0.12 -0.25
H 1.38713 3.29970 3.75297 0.38 -0.26 -0.26
H 1.63180 6.38104 2.43616 0.73 -0.13 -0.46
H 1.26963 5.45591 3.88179 -0.21 -0.15 -0.71
H -0.82882 6.32362 1.77666 0.51 0.24 -0.10
H -0.27695 7.21682 3.22259 -0.06 0.89 0.44
H -3.09319 4.75966 4.16879 0.32 -0.23 0.51
H -3.08335 5.40020 2.58994 -0.05 0.73 0.41
H -2.99092 6.50837 4.06461 0.18 0.23 -0.20
C 5.05992 -5.81509 5.66490 -1.03 -0.48 0.90
O 4.10142 -5.69533 4.68236 -0.80 -1.34 -0.95
C 4.13015 -4.51590 3.95276 -1.07 0.29 -0.11
C 3.01131 -4.47083 2.89575 1.66 0.26 0.54
O 1.75510 -4.59278 3.49320 -0.76 0.23 -1.28
C 0.68365 -4.28144 2.56500 0.89 1.02 0.51
C -0.61890 -4.40149 3.29599 -0.20 1.57 -0.47
O -0.66990 -3.48516 4.36512 -0.15 1.16 -0.48
C -0.15490 -3.99276 5.55349 0.02 -2.63 0.51
H 5.03565 -4.98381 6.31473 -0.07 1.48 0.93
H 6.04164 -5.85323 5.28897 1.46 -0.52 -0.63
H 4.78753 -6.65206 6.31913 0.33 -0.18 -0.51
H 5.03759 -4.32610 3.41762 1.02 -0.25 -0.44
H 4.07098 -3.72619 4.68625 -0.36 0.84 0.10
H 3.23361 -5.20595 2.13193 -0.30 -0.87 -0.04
H 3.20136 -3.54774 2.33528 -0.55 0.49 0.26
H 0.69020 -4.91384 1.68439 0.21 -0.42 -0.22
H 0.80300 -3.21496 2.20637 0.00 -1.04 0.41
H -0.77449 -5.33919 3.72957 -0.16 -1.99 0.21
H -1.44510 -4.17949 2.59201 0.32 -0.04 0.38
H 0.11312 -3.21618 6.22699 0.18 0.86 0.38
H 0.71859 -4.68112 5.40687 -0.57 0.89 0.03
H -0.91894 -4.63977 6.05005 0.21 0.45 -0.10
C -6.49806 -0.03299 2.08080 1.49 -1.78 0.82
O -5.82140 1.02057 1.41574 -0.99 -0.63 0.79
C -4.59797 1.33120 2.01854 1.17 -0.44 -0.06
C -3.46522 0.47522 1.40646 1.02 0.86 0.13
O -3.20029 0.81685 0.02327 -0.31 -1.26 0.80
C -4.19147 0.25920 -0.86338 0.76 0.76 -0.80
C -3.77647 0.47758 -2.31925 0.04 -2.20 0.06
O -3.92511 1.80324 -2.64478 -0.10 1.85 -1.10
C -3.35552 2.12838 -3.93670 -1.70 -0.23 1.54
H -5.92013 -1.05996 2.11856 -0.53 1.86 -0.31
H -7.37683 -0.26948 1.51530 -0.69 0.22 -0.02
H -6.67977 0.17551 3.17083 -0.18 0.20 -1.01
H -4.59845 1.13038 3.11141 -0.20 0.18 -0.34
H -4.42510 2.39949 1.84518 0.19 -0.20 0.01
H -3.71702 -0.60770 1.50899 0.18 0.61 -0.11
H -2.49251 0.69774 1.96961 -1.31 -0.40 -0.82
H -5.05879 0.86197 -0.71319 -1.03 -0.06 -0.01
H -4.40213 -0.80858 -0.70756 0.24 0.20 0.26
H -4.41159 -0.19368 -2.96826 0.29 0.58 0.55
H -2.74187 0.10494 -2.49823 -0.28 0.27 0.19
H -3.98151 1.80505 -4.75310 -0.58 -0.12 -0.28
H -2.48331 1.57589 -3.97226 2.25 -0.84 -0.41
H -3.16228 3.17715 -4.01974 -0.01 0.63 0.22
C -3.63708 -3.66745 -1.51834 -0.76 1.93 -0.19
O -3.38428 -2.64833 -2.53041 -0.65 -1.65 -0.21
C -3.34282 -3.25341 -3.82863 0.95 -0.52 -0.10
C -3.26667 -2.17225 -4.85656 -0.49 0.73 -0.36
O -2.05245 -1.46205 -4.74380 0.27 0.63 -0.72
C -1.88971 -0.49865 -5.81294 -0.58 0.46 1.57
C -0.46894 -0.05855 -5.88151 -0.16 1.80 -0.38
O 0.39125 -0.91899 -6.52730 0.31 -1.03 -0.14
C 0.65430 -2.11754 -5.81745 0.59 -1.36 -1.74
H -3.67973 -3.07086 -0.58882 0.11 -0.60 -0.20
H -2.84165 -4.39026 -1.49159 0.31 -0.40 0.00
H -4.63461 -4.12481 -1.68279 0.56 0.05 0.01
H -4.18154 -3.95509 -4.09229 0.30 0.75 0.66
H -2.40663 -3.84683 -3.92828 -0.42 0.10 0.25
H -4.13268 -1.48297 -4.72062 0.38 -0.28 -0.24
H -3.28270 -2.58995 -5.87015 -0.41 -0.24 0.08
H -2.51679 0.38392 -5.61006 0.11 -0.24 0.10
H -2.21874 -0.83277 -6.76757 -0.26 -0.97 -0.88
H -0.13343 0.15711 -4.87467 0.20 -0.03 0.57
H -0.41296 0.92682 -6.43699 -0.15 -1.02 0.43
H 1.51523 -2.56450 -6.33419 0.22 0.38 0.42
H -0.06028 -2.95666 -5.90901 -0.55 0.86 0.04
H 0.85271 -1.97068 -4.78202 0.22 0.35 0.92
C -0.77519 -1.86148 0.55471 -0.68 0.41 0.69
C 0.17502 -1.20582 -0.43605 -1.25 0.20 -0.82
C -0.01001 -1.68340 -1.90510 0.53 -0.13 0.24
C -0.03883 -3.16097 -2.07646 -0.69 -1.86 -0.84
N -0.32089 -4.27300 -2.32550 1.01 2.48 0.79
H -0.84121 -2.94665 0.39934 0.01 0.22 0.07
H -1.80190 -1.43092 0.55543 0.62 -0.29 -0.59
H -0.46489 -1.67590 1.59483 0.17 -0.16 -0.28
H 1.19923 -1.39723 -0.19136 0.70 -0.28 0.41
H 0.04350 -0.11123 -0.48393 -0.01 -0.49 0.22
H 0.81642 -1.17585 -2.45236 -0.62 -0.83 -0.10
H -0.96086 -1.43237 -2.38441 0.02 0.57 0.26

2.
25
Properties=species:S:1:pos:R:3:forces:R:3 method="wB97M-V/def2-TZVPD" total_charge=0 e_lumo_ev=0.7 e_homo_ev=-8.955 gap_ev=9.7 relative_energy_kcal_mol=130.29 energy_ev=-15565.9031 smiles="COCCN(CCOC)N=O"
C 3.93036 -0.68896 -0.70241 1.25 -1.42 1.06
O 3.37289 0.35059 0.05314 -0.78 -0.31 -0.17
C 2.30211 -0.08739 0.90669 1.24 -0.93 -1.14
C 1.00844 -0.44854 0.01105 -1.44 0.95 0.93
N 0.09083 0.74615 -0.11836 2.07 -0.64 0.02
C -1.24499 0.69214 0.54678 1.14 2.52 0.21
C -2.36370 0.88885 -0.50640 0.38 -2.37 -0.97
O -3.56604 0.37585 -0.04943 -1.87 0.57 0.86
C -3.97151 -0.97057 -0.06118 -1.36 0.28 -1.67
N 0.95790 1.84183 -0.27767 -1.20 -2.18 -0.12
O 0.50116 2.89755 -0.05907 -1.03 2.08 0.41
H 3.23435 -1.46780 -1.09240 -0.10 1.04 -0.29
H 4.53566 -0.19677 -1.52331 -0.47 -1.02 1.10
H 4.49870 -1.38025 0.06430 -0.04 1.31 -1.57
H 2.29016 0.77071 1.62684 -1.14 -0.94 -0.54
H 2.69957 -1.00996 1.45444 -0.82 0.90 -0.51
H 1.14678 -0.88372 -1.03369 0.49 0.47 1.66
H 0.28742 -1.05623 0.58020 1.06 -0.80 -0.22
H -1.44983 -0.23163 1.08449 0.60 -0.17 -0.09
H -1.19254 1.56096 1.35723 -0.66 -1.59 -1.70
H -2.23238 0.36984 -1.56034 0.79 1.26 1.88
H -2.50609 1.93486 -0.55405 -0.26 1.11 -0.81
H -5.12134 -0.93629 0.13826 2.12 -0.28 -0.70
H -3.52832 -1.50897 0.71698 0.71 -0.91 1.56
H -3.67959 -1.56225 -1.00211 -0.68 1.10 0.81